This record from the OMol25 dataset describes a 5-piece molecular cluster, C51H52Br2F4N2O5P overall in a non-equilibrium geometry. The level of theory is wB97M-V/def2-TZVPD.

- Orbital gap: 6.2 eV
- Charge: +1
- Strongest force on any atom: 3.1 eV/Å
- LUMO level: -4.4 eV
- E_HOMO: -10.632 eV

Each line ends with the Mulliken charge.
CARTESIAN COORDINATES (ANGSTROEM)
C: 0.2278 -4.9099 4.4683  0.089
C: -0.1590 -3.7671 4.4876  -1.334
C: -0.6966 -2.3797 4.1925  -0.564
C: -0.0733 -1.8141 2.9140  0.057
C: 0.9241 -0.7385 2.9237  0.066
C: 1.3587 -0.1330 4.2721  -1.129
C: 0.6698 1.3007 4.3531  -0.007
C: -0.6301 1.3476 5.2243  -0.984
C: -1.8557 1.9466 4.4468  -0.904
C: -2.3691 0.9165 3.3594  1.004
C: -3.9081 0.8003 3.3092  -1.075
O: -4.5115 1.8393 2.5155  -0.237
C: -5.8038 1.4357 2.1859  0.624
O: -6.6610 1.3978 3.0280  -0.540
C: -6.1872 1.0702 0.7506  -0.147
C: -6.8441 1.9628 -0.0156  -0.684
N: 1.5079 -0.2577 1.8514  -0.836
N: 1.1643 -0.7860 0.7118  1.170
C: 1.8788 -0.2426 -0.4994  -0.418
C: 2.9413 0.8314 -0.1521  -1.199
C: 2.2463 2.2066 -0.0289  0.655
C: 1.7481 2.7702 -1.2450  -0.337
C: 1.1254 4.0243 -1.3213  -0.923
C: 0.9809 4.7659 -0.1093  -0.419
C: 1.4600 4.2145 1.0840  -0.679
C: 2.0988 2.9408 1.1643  -0.211
C: 0.2629 -1.7382 0.4720  -0.173
C: -0.0218 -2.1818 -0.9370  -0.803
Br: -1.5140 -1.2735 -1.7981  0.035
C: 0.6578 -3.1206 -1.6045  0.804
C: 0.2620 -3.4353 -3.0623  -1.348
Br: 2.0977 -4.0385 -0.7260  -0.042
C: -0.4245 -2.3160 1.6122  1.571
P: -1.6578 -3.6573 1.3035  0.798
O: -2.7029 -3.0773 0.4330  -0.736
O: -2.3865 -4.2450 2.6257  -0.540
O: -0.9808 -4.8758 0.4726  -0.401
H: 0.6607 -5.8907 4.3116  0.419
H: -0.5124 -1.7765 5.0966  0.593
H: -1.7912 -2.4162 4.0481  0.359
H: 1.0952 -0.7778 5.1250  0.514
H: 2.4492 0.0493 4.3131  0.457
H: 0.3674 1.5687 3.3147  0.003
H: 1.4020 2.0702 4.6740  0.559
H: -0.9072 0.3908 5.7089  0.268
H: -0.4355 2.0693 6.0516  0.406
H: -2.6787 2.0254 5.1881  0.448
H: -1.6119 2.9335 4.0072  0.233
H: -1.9342 1.1311 2.3578  0.414
H: -2.0042 -0.0769 3.7129  -0.823
H: -4.1316 -0.1695 2.7904  0.409
H: -4.3742 0.6989 4.3147  0.331
H: -5.9884 0.0760 0.3040  0.348
H: -7.5664 2.6601 0.4484  0.263
H: -6.6702 1.9689 -1.1042  0.265
H: 2.4175 -1.1153 -0.9303  0.149
H: 1.1702 0.1252 -1.2618  0.406
H: 3.6016 0.5786 0.6941  0.465
H: 3.6035 0.9041 -1.0452  0.455
H: 1.8740 2.2013 -2.1864  0.327
H: 0.7570 4.4088 -2.2821  0.421
H: 0.5090 5.7554 -0.1693  0.546
H: 1.3714 4.8021 2.0111  0.427
H: 2.4735 2.5214 2.1069  0.377
H: -0.8071 -3.7426 -3.0795  0.393
H: 0.3050 -2.4945 -3.6509  0.465
H: 0.8969 -4.2190 -3.5046  0.123
H: -3.0184 -3.5502 2.8871  0.389
H: -1.7087 -5.2362 -0.0681  0.324
F: 2.2774 -3.4920 -5.4999  -0.354
C: 2.9919 -4.5238 -6.0042  0.394
C: 4.3682 -4.5027 -5.9026  -0.417
C: 5.1007 -5.5632 -6.4171  -0.482
C: 4.4496 -6.6229 -7.0334  -0.504
C: 3.0651 -6.6280 -7.1324  -0.433
C: 2.3283 -5.5739 -6.6094  -0.261
H: 4.8588 -3.6632 -5.4259  0.421
H: 6.1803 -5.5623 -6.3382  0.388
H: 5.0245 -7.4461 -7.4376  0.418
H: 2.5581 -7.4525 -7.6171  0.401
H: 1.2469 -5.5633 -6.6697  0.414
F: -2.8538 6.8447 0.2615  -0.251
C: -4.0300 6.4294 0.7721  0.334
C: -5.0886 7.3151 0.8389  -0.532
C: -6.3009 6.8840 1.3607  -0.386
C: -6.4356 5.5785 1.8177  -0.721
C: -5.3604 4.7021 1.7479  -0.066
C: -4.1509 5.1272 1.2170  -0.737
H: -4.9616 8.3304 0.4853  0.426
H: -7.1400 7.5662 1.4116  0.377
H: -7.3808 5.2447 2.2288  0.451
H: -5.4593 3.6860 2.1062  0.580
H: -3.3047 4.4545 1.1470  0.574
F: 4.2362 -8.3535 -4.8510  -0.155
C: 3.5669 -8.6244 -3.7167  0.140
C: 2.9185 -7.6032 -3.0456  0.051
C: 2.2268 -7.8955 -1.8752  -0.199
C: 2.2030 -9.1970 -1.3896  -0.702
C: 2.8624 -10.2090 -2.0733  -0.395
C: 3.5441 -9.9238 -3.2468  -0.527
H: 2.9579 -6.5934 -3.4378  0.345
H: 1.7079 -7.1088 -1.3401  0.292
H: 1.6676 -9.4220 -0.4753  0.383
H: 2.8460 -11.2220 -1.6917  0.367
H: 4.0572 -10.7017 -3.7975  0.426
F: 2.3651 7.8350 1.3630  -0.356
C: 2.4409 8.3770 0.1319  0.360
C: 1.2835 8.8052 -0.4910  -0.320
C: 1.3626 9.3676 -1.7579  -0.445
C: 2.5938 9.4852 -2.3896  -0.470
C: 3.7475 9.0460 -1.7535  -0.377
C: 3.6729 8.4931 -0.4825  -0.461
H: 0.3313 8.6980 0.0142  0.514
H: 0.4637 9.7136 -2.2522  0.379
H: 2.6533 9.9204 -3.3794  0.383
H: 4.7067 9.1341 -2.2476  0.372
H: 4.5628 8.1533 0.0319  0.421